1.
DFT (ωB97M-V/def2-TZVPD) results for C4H9NO2 in the gas phase.

Geometry as XYZ:
```
16
Properties=species:S:1:pos:R:3:forces:R:3
C 0.9097 0.7057 -1.3230 -0.035 0.002 -0.011
C 0.3606 -0.3973 -0.4286 -0.002 -0.038 -0.053
C 1.1513 -0.6537 0.8568 0.317 -0.105 -0.063
O 0.0822 -0.1561 1.6700 -0.158 0.066 0.162
C -0.7974 0.0158 0.5405 -0.096 -0.025 -0.224
O -1.2437 1.3309 0.4553 0.183 0.172 0.122
N -1.9684 -0.7893 0.6025 0.031 -0.028 -0.189
H 1.8476 0.3866 -1.7948 -0.202 0.025 0.074
H 0.1993 0.9792 -2.1108 0.121 -0.051 0.141
H 1.1329 1.6108 -0.7424 -0.024 -0.177 -0.116
H -0.5059 1.9019 0.7114 -0.230 -0.109 0.015
H 0.1319 -1.2961 -1.0127 0.033 0.144 0.112
H 1.3811 -1.7042 1.0760 -0.062 0.173 -0.013
H 2.0592 -0.0491 0.9807 -0.104 -0.119 -0.064
H -2.8193 -0.2450 0.4702 0.398 -0.364 -0.057
H -1.9212 -1.6401 0.0488 -0.170 0.434 0.164
```
Forces are in eV/Å.

Total energy   -9878.4209 eV
SMILES   C[C@H]1CO[C@@]1(N)O
Net charge   0
HOMO level   -0.3508 Eh
Energy above the lowest of the compared OMol25 structures with the same formula, charge and spin   1.6397 eV
Multiplicity   1
Maximum force   0.54 eV/Å

---

2.
DFT (ωB97M-V/def2-TZVPD) results for C4H9NO2 in the gas phase.

Geometry as XYZ:
```
16
Properties=species:S:1:pos:R:3:forces:R:3
N -1.1933 0.4375 -1.4894 -0.048 0.004 -0.044
C -1.2661 1.1942 -0.3638 -0.153 0.224 0.037
O -2.1498 2.0178 -0.1743 0.388 -0.370 -0.074
C -0.1618 0.9461 0.6630 -0.064 -0.037 0.083
C 0.0240 -0.5407 1.0393 -0.157 0.059 0.025
C 1.1853 -1.2481 0.3341 0.130 -0.114 0.134
O 1.3381 -0.9149 -1.0455 -0.065 0.163 -0.058
H -1.9133 0.5584 -2.1836 0.081 0.000 0.072
H -0.4367 -0.2200 -1.6400 -0.154 0.133 0.069
H 0.7721 1.3634 0.2701 -0.027 0.027 0.012
H -0.4282 1.5509 1.5322 0.018 -0.140 -0.105
H 0.1924 -0.6257 2.1198 0.014 0.005 -0.179
H -0.9080 -1.0796 0.8392 0.087 0.081 -0.019
H 2.1305 -1.0439 0.8519 -0.117 -0.021 0.003
H 1.0197 -2.3272 0.3445 0.074 0.075 0.119
H 1.7952 -0.0681 -1.0975 -0.007 -0.089 -0.074
```
Forces are in eV/Å.

Total energy   -9879.4314 eV
SMILES   NC(=O)CCCO
Net charge   0
HOMO level   -0.3517 Eh
Energy above the lowest of the compared OMol25 structures with the same formula, charge and spin   0.6293 eV
Multiplicity   1
Maximum force   0.54 eV/Å

---

3.
DFT (ωB97M-V/def2-TZVPD) results for 3 unconnected molecules or ions with the total composition C4H9NO2.

Geometry as XYZ:
```
16
Properties=species:S:1:pos:R:3:forces:R:3
C 1.1300 0.1805 0.8787 0.270 -0.226 -0.052
C 0.4829 1.2615 0.3693 -0.795 -0.004 -0.517
N 0.8733 1.4095 -0.9412 1.344 0.786 -0.328
C 1.9493 0.6002 -1.1802 -0.485 -1.750 0.342
C 1.9981 -0.3178 -0.1581 1.235 1.509 1.027
H 1.0757 -0.1832 1.8927 -0.079 0.027 -0.026
H -0.1815 1.9851 0.8079 -0.327 -0.261 0.025
H 0.5002 2.0133 -1.6549 -0.067 0.310 0.472
H 2.7322 0.6823 -1.9159 -0.677 0.271 -0.673
H 2.8956 -0.8795 0.0547 -0.242 -0.508 -0.166
H 0.1618 -1.6833 0.4254 -0.770 0.250 0.244
H 0.1834 -2.9424 -0.2461 -0.612 -0.483 -0.053
O -0.4512 -2.4260 0.2742 1.164 0.087 -0.286
H -3.8133 0.3661 1.3040 0.179 -0.292 0.050
H -4.0901 -0.8274 0.3324 0.205 0.195 0.272
O -4.3230 0.0842 0.5428 -0.343 0.089 -0.331
```
Forces are in eV/Å.

Total energy   -9878.1143 eV
SMILES   c1cc[nH]c1.O.O
Net charge   0
HOMO level   -0.3222 Eh
Energy above the lowest of the compared OMol25 structures with the same formula, charge and spin   1.9464 eV
Multiplicity   1
Maximum force   2.20 eV/Å

---

4.
DFT (ωB97M-V/def2-TZVPD) results for C4H9NO2 in the gas phase.

Geometry as XYZ:
```
16
Properties=species:S:1:pos:R:3:forces:R:3
C -1.0807 1.3928 -0.4689 -0.331 -0.570 0.619
C -0.2452 0.3862 0.4874 -1.306 0.356 -0.239
C -0.8261 -1.0056 0.3164 -0.337 0.265 -0.114
O -0.3079 -1.9522 1.2014 0.073 -0.129 0.049
N 1.1553 0.5749 0.1009 -0.766 0.006 -0.684
C 2.0382 -0.4031 -0.3135 -0.231 0.086 -0.242
O 1.8923 -1.6165 -0.2467 0.102 0.772 0.262
H -0.6984 2.4124 -0.7434 0.372 -0.898 0.674
H -1.9848 1.5899 0.0914 -0.493 0.069 -0.209
H -1.3248 0.9182 -1.4330 0.030 -0.073 0.425
H -0.3456 0.7373 1.5193 -0.160 -0.208 -0.052
H -1.8941 -0.8998 0.5180 -0.067 -0.217 -0.055
H -0.6984 -1.3053 -0.7376 -0.082 -0.009 0.209
H 0.5747 -2.1603 0.8427 -0.122 -0.012 0.158
H 0.7451 1.3399 -0.4547 3.603 0.329 -0.718
H 3.0003 -0.0087 -0.6797 -0.286 0.233 -0.084
```
Forces are in eV/Å.

Total energy   -9877.6820 eV
SMILES   C[C@@H](CO)NC=O
Net charge   0
HOMO level   -0.3611 Eh
Energy above the lowest of the compared OMol25 structures with the same formula, charge and spin   2.3787 eV
Multiplicity   1
Maximum force   3.69 eV/Å

---

5.
DFT (ωB97M-V/def2-TZVPD) results for 2 unconnected molecules or ions with the total composition C4H9NO2.

Geometry as XYZ:
```
16
Properties=species:S:1:pos:R:3:forces:R:3
C -0.0235 0.0991 0.8374 0.923 -0.838 0.023
C -0.4066 1.4177 0.2539 0.263 -0.190 -0.217
C 0.5237 -0.1506 2.2226 0.860 -0.910 -1.583
C -0.1499 -0.1517 -2.8350 0.979 2.787 0.734
N -0.1561 -0.8228 -0.0057 -1.161 -0.896 -1.697
O 0.1371 -2.1049 0.3892 0.533 -0.865 1.239
O 0.8635 0.2785 -2.3118 -0.985 -0.825 -0.938
H 0.1400 2.1354 0.8308 0.162 0.997 -0.020
H -0.1273 1.4396 -0.8373 -0.386 0.154 1.371
H -1.4723 1.5469 0.4221 -0.147 0.356 -0.167
H 1.3159 -0.9823 2.1644 -1.790 0.912 0.550
H 0.9960 0.6989 2.6122 0.988 1.496 0.228
H -0.3309 -0.2151 2.8547 -0.517 -1.185 0.878
H -1.1279 0.3856 -2.6278 0.523 -0.983 -0.058
H -0.1011 -2.7264 -0.3160 -0.003 0.872 -0.033
H -0.0807 -0.8478 -3.6537 -0.240 -0.882 -0.311
```
Forces are in eV/Å.

Total energy   -9875.8006 eV
SMILES   CC(C)=NO.C=O
Net charge   0
HOMO level   -0.3387 Eh
Energy above the lowest of the compared OMol25 structures with the same formula, charge and spin   4.2600 eV
Multiplicity   1
Maximum force   3.04 eV/Å

---

6.
DFT (ωB97M-V/def2-TZVPD) results for 3 unconnected molecules or ions with the total composition C4H9NO2.

Geometry as XYZ:
```
16
Properties=species:S:1:pos:R:3:forces:R:3
C -1.3068 -1.1839 0.2280 0.107 0.336 0.218
C 2.2038 -0.1645 1.5061 0.061 0.055 0.512
C -0.5402 1.4486 -0.6595 1.005 0.063 0.976
C -1.1112 0.3729 -1.3908 0.032 -1.128 0.371
O -0.3922 -0.9943 1.0318 -0.414 -0.202 0.041
O 1.5245 -0.0398 0.3165 0.996 -0.301 0.036
N -1.4525 -0.0663 -2.4591 0.062 0.365 -0.765
H -1.5813 -1.0409 -2.7028 -0.165 -0.016 0.250
H -1.3039 -2.0513 -0.4530 0.039 0.089 -0.081
H -2.2755 -0.6665 0.3542 -0.007 -0.127 0.008
H 2.1717 0.7417 2.1347 -0.048 -0.120 -0.165
H 1.8341 -1.0132 2.1058 -0.018 0.108 -0.243
H 3.2654 -0.3872 1.2949 -0.197 0.019 -0.145
H -0.1825 2.2239 -1.3387 0.056 0.073 0.045
H -1.2329 1.8415 0.0837 -0.076 0.023 -0.070
H 0.3795 0.9794 -0.0517 -1.433 0.762 -0.988
```
Forces are in eV/Å.

Total energy   -9872.8518 eV
Net charge   0
HOMO level (spin up / spin down)   -0.2584 / -0.3480 Eh
Energy above the lowest of the compared OMol25 structures with the same formula, charge and spin   7.2088 eV
Multiplicity   1
Maximum force   1.90 eV/Å

---

7.
DFT (ωB97M-V/def2-TZVPD) results for C4H9NO2 in the gas phase.

Geometry as XYZ:
```
16
Properties=species:S:1:pos:R:3:forces:R:3
O 0.3992 1.2049 1.6731 -0.028 0.218 0.029
C 0.4337 0.0008 1.6988 -0.059 -0.160 -0.187
O 0.4350 -0.6684 2.8618 0.156 0.203 0.238
C 0.4922 -0.8789 0.4882 -0.234 -0.485 -0.852
C -0.6933 -0.6998 -0.4929 -0.752 0.970 0.766
C -0.4489 0.2290 -1.6669 0.313 -0.775 -0.492
N 0.3688 1.3599 -1.3140 0.406 0.867 0.270
H 0.4826 0.0321 3.5391 -0.114 -0.307 -0.016
H 1.4117 -0.6220 -0.0436 0.064 -0.048 0.096
H 0.5219 -1.9351 0.7396 0.241 0.076 0.422
H -1.0367 -1.6523 -0.8679 0.111 -0.387 -0.079
H -1.5561 -0.2860 0.0457 0.151 -0.132 0.224
H 0.0815 -0.3820 -2.4171 -0.056 0.311 -0.097
H -1.4227 0.4787 -2.1095 0.113 0.109 0.082
H 0.1477 2.2114 -1.8073 -0.061 -0.135 -0.287
H 0.3836 1.6076 -0.3272 -0.251 -0.325 -0.119
```
Forces are in eV/Å.

Total energy   -9879.3371 eV
SMILES   NCCCC(=O)O
Net charge   0
HOMO level   -0.3245 Eh
Energy above the lowest of the compared OMol25 structures with the same formula, charge and spin   0.7236 eV
Multiplicity   1
Maximum force   1.45 eV/Å

---

8.
DFT (ωB97M-V/def2-TZVPD) results for C4H9NO2 in the gas phase.

Geometry as XYZ:
```
16
Properties=species:S:1:pos:R:3:forces:R:3
C 1.7726 0.8011 1.1972 -0.066 -0.391 0.075
C 1.3982 0.4605 -0.2155 -0.437 0.777 -0.596
N -0.1044 0.7985 -0.5842 -0.141 -0.579 -0.029
O 2.1441 0.3940 -1.1510 -0.515 -0.242 0.426
H -0.1611 1.3128 -1.4611 0.078 0.131 0.147
H -0.6275 1.2380 0.1687 0.174 0.217 -0.085
H 1.8939 1.8854 1.2808 -0.025 -0.046 -0.083
H 2.7212 0.3196 1.4255 0.020 0.053 -0.080
H 1.0323 0.4448 1.9076 -0.073 0.057 -0.058
C -2.0580 -1.0560 -0.2131 -0.037 0.586 0.055
C -0.6061 -0.8572 -0.6019 1.235 -0.459 0.568
O 0.2988 -1.2748 0.2412 -0.491 -0.266 -0.304
H -0.4484 -1.0833 -1.6747 0.072 0.175 0.047
H -2.2792 -2.1234 -0.2445 0.158 0.018 -0.054
H -2.2247 -0.7148 0.8107 0.020 -0.020 -0.011
H -2.7516 -0.5453 -0.8857 0.029 -0.010 -0.018
```
Forces are in eV/Å.

Total energy   -9877.4310 eV
SMILES   CC(=O)[NH2+][C@H](C)[O-]
Net charge   0
HOMO level   -0.3211 Eh
Energy above the lowest of the compared OMol25 structures with the same formula, charge and spin   2.6297 eV
Multiplicity   1
Maximum force   1.43 eV/Å